Model i:
Computed, not measured: an isolated molecule of C3H7NO3, with ωB97M-V with the def2-TZVPD basis set.

Results
* E_HOMO: -9.57 eV
* net charge: 0
* orbital gap: 10.1542 eV
* 2S+1: 1
* SMILES: O=C(O)NCCO

Geometry (Å):
1 O 0.90897 1.23141 0.08300
2 O -2.63810 0.73010 0.21132
3 O 2.69316 -0.08510 -0.01106
4 N 0.54028 -0.94872 -0.22719
5 C 1.48345 0.01254 -0.18186
6 C -0.84735 -0.85659 -0.63549
7 C -1.69676 -0.29103 0.61611
8 H 0.87931 -1.91665 0.06591
9 H -2.26456 1.57969 0.50103
10 H -2.37996 -1.08949 0.76132
11 H -1.32443 -1.75529 -0.98222
12 H 1.72289 1.76309 0.35429
13 H -0.98994 0.02578 1.33082
14 H -0.77352 -0.16689 -1.49950

=====

Model ii:
Computed, not measured: an isolated molecule of C3H7NO3, with ωB97M-V with the def2-TZVPD basis set.

Results
* E_HOMO: -8.35 eV
* net charge: 0
* orbital gap: 8.7680 eV
* 2S+1: 1

Geometry (Å):
1 O -0.92211 -1.88268 -0.33806
2 O -1.13696 0.43193 1.14642
3 O -0.54546 2.30827 -0.30221
4 N 1.38658 -0.82503 0.08924
5 C -0.86540 -0.62360 -0.61526
6 C 0.43391 0.06440 -0.56700
7 C -0.02630 1.37336 0.32557
8 H -0.00158 -2.08135 0.02145
9 H 0.76269 0.45227 -1.52752
10 H 2.21063 -1.02507 -0.46014
11 H 1.54732 -0.55742 1.05515
12 H -1.71335 -0.18521 -1.12518
13 H 0.78597 1.55276 1.06370
14 H -1.91594 0.99737 1.23383

=====

It is model ii that is the least stable of them.

=====

Model i:
Computed, not measured: the ion C5H10NOS with charge +1, with ωB97M-V with the def2-TZVPD basis set.

Results
* E_HOMO: -12.72 eV
* net charge: +1
* orbital gap: 9.4033 eV
* 2S+1: 1
* SMILES: CC1=C(C)S[C@@H](O)[NH2+]1

Geometry (Å):
1 S -0.32056 -2.17527 -0.74682
2 O -0.75327 -0.77859 -3.08386
3 N 0.11808 0.48924 -1.36416
4 C -0.10726 -1.37872 1.99110
5 C 0.16825 -0.85458 -2.09144
6 C -0.18626 -0.94609 0.51857
7 C 0.00278 0.31680 0.04942
8 C 0.32526 1.49065 0.95352
9 H 1.14575 -1.02480 -2.41110
10 H 0.94482 1.05868 -1.53960
11 H -0.39612 1.71814 1.67157
12 H 0.53576 2.28331 0.35334
13 H 1.21399 1.03282 1.40215
14 H -0.68866 1.06237 -1.82596
15 H 0.41111 -0.42824 2.31839
16 H 0.61253 -2.28185 2.02519
17 H -0.99990 -1.48126 2.45300
18 H -0.88102 -1.51887 -3.64928

=====

Model ii:
Computed, not measured: the ion C5H10NOS with charge +1, with ωB97M-V with the def2-TZVPD basis set.

Results
* E_HOMO: -13.01 eV
* net charge: +1
* orbital gap: 8.4542 eV
* 2S+1: 1

Geometry (Å):
1 S 0.65770 2.05335 2.60321
2 O 1.17900 -0.74203 -1.09819
3 N -0.22212 0.72445 0.36660
4 C -0.03188 -1.32188 -0.84189
5 C -0.37308 -2.58679 -1.14680
6 C -0.94681 -0.19393 -0.40807
7 C 0.26933 1.80788 -0.36066
8 C -0.05468 0.71640 1.64744
9 H -1.26644 -3.02193 -0.80924
10 H 1.25301 2.12300 0.09220
11 H -0.39733 2.71638 -0.55699
12 H 0.80933 1.24638 3.80540
13 H 0.70044 1.41434 -1.33177
14 H 0.33169 -3.35308 -1.26744
15 H 1.83592 -1.11742 -1.68023
16 H -1.84570 -0.66882 0.10310
17 H -1.32591 0.31731 -1.26516
18 H -0.57246 -0.11361 2.14852

=====

Model iii:
Computed, not measured: a structure of composition C5H10NOS, with ωB97M-V with the def2-TZVPD basis set.

Results
* E_HOMO: -13.89 eV
* net charge: +1
* orbital gap: 8.3865 eV
* 2S+1: 1

Geometry (Å):
1 S -3.00719 0.53063 -0.25509
2 O -2.07858 -2.12292 -0.03454
3 N -1.04420 -1.38547 0.40444
4 C 1.19978 -0.56199 0.25206
5 C 0.16149 -1.52082 -0.37077
6 C -1.44647 0.42642 0.09610
7 C -0.41067 1.43416 0.09464
8 C 1.07554 0.85618 -0.18150
9 H 0.04687 -1.24304 -1.34506
10 H -3.11497 1.80145 -0.38687
11 H 1.02494 -0.73796 1.38000
12 H -0.36764 1.68906 1.22219
13 H 1.36059 0.99575 -1.30674
14 H 0.51045 -2.48138 -0.34955
15 H 2.23887 -1.00242 0.10879
16 H -2.56952 -2.27411 0.80800
17 H -0.74074 2.15790 -0.57271
18 H 1.69632 1.36105 0.39587

=====

It is model iii that is the least stable of them.

=====

Model i:
Computed, not measured: a structure of composition C5H8NO, with ωB97M-V with the def2-TZVPD basis set.

Results
* E_HOMO (spin up / spin down): -14.38 / -14.23 eV
* net charge: +1
* orbital gap (spin up / spin down): 7.9230 / 8.1441 eV
* 2S+1: 1

Geometry (Å):
1 O -3.83016 0.27301 -0.08115
2 N -2.62371 0.95543 -0.32348
3 C -1.98987 -0.12320 -0.09618
4 C 0.71901 1.67227 0.13581
5 C 0.63598 0.29325 -0.11388
6 C -3.15448 -0.96693 0.21771
7 C 1.53937 -0.75507 -0.37566
8 H -3.41747 -1.77352 -0.47043
9 H 1.49206 -1.44728 0.47882
10 H 0.06130 1.96714 0.96238
11 H 1.73309 2.06780 0.26873
12 H 1.21080 -1.37208 -1.21878
13 H 2.58067 -0.43635 -0.51019
14 H -3.27284 -1.26708 1.25949
15 H 0.23130 2.16532 -0.72212

=====

Model ii:
Computed, not measured: the ion C5H8NO with charge +1, with ωB97M-V with the def2-TZVPD basis set.

Results
* E_HOMO: -14.18 eV
* net charge: +1
* orbital gap: 7.4497 eV
* 2S+1: 1
* SMILES: C=C/C=C/[N+](C)=O

Geometry (Å):
1 O 1.79385 1.46035 0.41177
2 N 1.66266 0.28838 0.24150
3 C 0.29064 -0.31282 0.34617
4 C -2.06881 -0.02026 0.39729
5 C -3.05168 0.52614 -0.30180
6 C 2.70615 -0.51517 -0.27633
7 C -0.75105 0.53718 0.47384
8 H -3.76397 -0.16495 -0.60394
9 H 3.00020 -1.34541 0.30655
10 H -2.25598 -1.00912 0.62591
11 H -0.72857 1.64454 0.76480
12 H 2.36000 -1.11865 -1.16203
13 H -3.02900 1.40981 -0.89817
14 H 3.67330 0.04140 -0.46339
15 H 0.16226 -1.42144 0.13785

=====

It is model i that is the least stable of them.

=====

Model i:
Computed, not measured: the ion C5H8NO with charge +1, with ωB97M-V with the def2-TZVPD basis set.

Results
* E_HOMO: -14.40 eV
* net charge: +1
* orbital gap: 9.5437 eV
* 2S+1: 1

Geometry (Å):
1 O 0.90663 1.95865 0.88536
2 N 0.73462 -1.39942 0.05792
3 C 0.16997 0.47938 -1.66902
4 C 0.58588 -0.10466 -0.34548
5 C 1.00220 0.68108 0.74922
6 C -0.46264 -0.90828 0.44971
7 C -1.64749 -0.88438 0.97378
8 H 1.10069 2.31007 1.71874
9 H -0.65571 -0.02181 -1.99821
10 H -2.15267 -1.78808 1.12793
11 H -0.18197 1.47774 -1.55220
12 H -2.28590 -0.01255 0.99767
13 H 0.88144 0.33647 -2.40123
14 H 1.35118 0.01314 1.60597
15 H 0.65376 -2.13734 -0.60017

=====

Model ii:
Computed, not measured: the ion C5H8NO with charge +1, with ωB97M-V with the def2-TZVPD basis set.

Results
* E_HOMO: -15.37 eV
* net charge: +1
* orbital gap: 9.2119 eV
* 2S+1: 1
* SMILES: CCCc1c[n+]1=O

Geometry (Å):
1 O 1.62194 -2.99793 1.73407
2 N 1.10166 -2.53542 0.78211
3 C 0.81322 -2.63599 -0.50579
4 C 0.68193 -1.27049 0.27891
5 C -1.07189 2.07184 -0.15248
6 C 0.34805 0.09433 0.46192
7 C -0.34672 0.85882 -0.67634
8 H -1.37032 2.85528 -0.84649
9 H -0.18132 0.00776 1.32534
10 H 1.16911 0.68708 0.72271
11 H 0.48938 -3.34079 -1.28635
12 H 0.48964 1.38724 -1.31893
13 H -0.68734 2.86318 0.57274
14 H -2.08994 1.67500 0.19673
15 H -0.96740 0.28009 -1.28816

=====

Model iii:
Computed, not measured: the ion C5H8NO with charge +1, with ωB97M-V with the def2-TZVPD basis set.

Results
* E_HOMO: -14.98 eV
* net charge: +1
* orbital gap: 11.3476 eV
* 2S+1: 1
* SMILES: C#C[C@@H]1[NH2+]CCO1

Geometry (Å):
1 O 0.12048 1.36313 -0.32855
2 N 0.45390 -0.70387 -0.82717
3 C -0.62174 0.30806 -0.83656
4 C 0.98977 0.98496 0.78911
5 C 1.41074 -0.41417 0.32838
6 C -1.85082 -0.14430 -0.11702
7 C -2.84729 -0.27183 0.57011
8 H 0.30219 0.84675 1.74433
9 H -0.73225 0.64807 -1.86769
10 H 1.65598 1.82698 0.87561
11 H 1.01238 -0.65761 -1.69111
12 H -3.73735 -0.45730 1.06937
13 H 2.43249 -0.49728 -0.09372
14 H 0.18794 -1.61924 -0.68169
15 H 1.22355 -1.21236 1.06663

=====

It is model ii that is the least stable of them.

=====

Model i:
Computed, not measured: a cluster of 2 separate species, C7H16Si2 in total, with ωB97M-V with the def2-TZVPD basis set.

Results
* E_HOMO: -7.63 eV
* net charge: 0
* orbital gap: 7.7317 eV
* 2S+1: 1

Geometry (Å):
1 Si 0.96158 0.07285 0.48488
2 Si -1.22782 0.40799 -0.01640
3 C 2.21495 1.05907 -0.35837
4 C -1.74402 -0.93877 -1.32810
5 C -2.42847 0.06803 1.41598
6 C 1.44854 -0.43516 2.21262
7 C 1.85830 -1.99017 -1.18888
8 C -1.43257 2.19742 -0.66508
9 C 3.18331 1.51306 -0.96855
10 H -2.23256 0.80772 2.23858
11 H -1.49579 2.89835 0.16958
12 H 1.04067 -2.71020 -1.26558
13 H 1.06554 -1.41986 2.56719
14 H 2.57090 -0.51556 2.20822
15 H 4.06186 1.94817 -1.54689
16 H -2.10682 2.47900 -1.47516
17 H -2.12196 -0.85828 1.97398
18 H -0.31160 2.34762 -1.05245
19 H 1.19133 0.41194 2.91569
20 H -2.29492 -0.46430 -2.19826
21 H 1.95813 -1.65633 -2.23925
22 H -3.52144 0.17568 1.15769
23 H -0.80839 -1.42470 -1.67493
24 H -2.48338 -1.67410 -0.83153
25 H 2.65463 -2.29949 -0.53499

=====

Model ii:
Computed, not measured: an isolated molecule of C7H16Si2, with ωB97M-V with the def2-TZVPD basis set.

Results
* E_HOMO: -8.14 eV
* net charge: 0
* orbital gap: 8.9607 eV
* 2S+1: 1

Geometry (Å):
1 Si -0.04797 0.66624 1.45025
2 Si 0.12944 -0.53050 -1.71725
3 C 1.40810 0.68482 -1.01179
4 C -0.85225 -0.37028 -3.28568
5 C 0.79519 -2.36475 -1.60441
6 C 1.38956 1.11791 0.24405
7 C 0.84382 -0.08435 3.10114
8 C -1.17248 2.18325 2.08190
9 C -1.25067 -0.38355 0.41363
10 H 0.09418 -3.04073 -1.96114
11 H -2.17456 0.16408 0.33858
12 H -0.53537 0.29076 -4.02700
13 H 1.80280 -2.37552 -2.13372
14 H -0.80251 -1.34369 -3.75029
15 H -0.71884 3.12658 2.05989
16 H 1.93409 1.97986 0.43113
17 H 0.13941 -0.35935 3.80378
18 H 1.55899 0.65069 3.47598
19 H 1.26407 -1.08270 2.86006
20 H 2.02884 1.24928 -1.69524
21 H -2.13999 2.17937 1.41556
22 H -1.41364 -1.50888 0.56514
23 H -1.92968 -0.13035 -3.42609
24 H 1.12010 -2.66991 -0.67860
25 H -1.47064 1.95171 3.05015

=====

It is model i that is the least stable of them.

=====

Model i:
Computed, not measured: the ion C5H10O2 with charge -2, with ωB97M-V with the def2-TZVPD basis set.

Results
* E_HOMO: 0.58 eV
* net charge: -2
* orbital gap: 6.7041 eV
* 2S+1: 1
* SMILES: [O-]CCCCC[O-]

Geometry (Å):
1 O -2.69727 -2.50068 -0.12187
2 O 2.87295 1.42298 -0.44102
3 C -0.52864 -1.37555 -0.22470
4 C 0.35612 -0.28028 0.37908
5 C -1.98270 -1.46083 0.35019
6 C 0.50647 0.99202 -0.46568
7 C 1.65821 1.94702 -0.12313
8 H -0.46606 1.50831 -0.52777
9 H -0.67470 -1.11573 -1.27826
10 H 1.60316 2.15112 0.98908
11 H -2.48038 -0.48536 0.10539
12 H -0.11227 -2.37239 -0.07407
13 H -1.84595 -1.36787 1.47037
14 H 0.81190 0.60644 -1.44583
15 H 0.05721 -0.01159 1.39921
16 H 1.37939 -0.61941 0.57840
17 H 1.54256 2.96180 -0.56939

=====

Model ii:
Computed, not measured: the ion C5H10O2 with charge -2, with ωB97M-V with the def2-TZVPD basis set.

Results
* E_HOMO: 0.55 eV
* net charge: -2
* orbital gap: 6.6888 eV
* 2S+1: 1
* SMILES: [O-]CCCCC[O-]

Geometry (Å):
1 O -1.61526 1.24010 -2.92474
2 O 2.43998 -1.11497 2.39712
3 C -0.63543 0.08916 0.57411
4 C 0.30333 -0.93897 1.20739
5 C 1.79882 -0.52750 1.33624
6 C -1.67130 0.98641 -1.58717
7 C -0.50770 0.14310 -0.97612
8 H -0.38646 1.09150 0.93628
9 H -2.60038 0.41986 -1.31039
10 H -0.49359 -0.89015 -1.33155
11 H -1.62843 1.93643 -1.00319
12 H -1.68732 -0.09055 0.80121
13 H 0.06077 -1.25111 2.22004
14 H 0.16754 -1.91572 0.72108
15 H 1.76370 0.59354 1.38445
16 H 0.41081 0.65175 -1.27155
17 H 2.34343 -0.76125 0.38879

=====

It is model i that is the least stable of them.